C20H40AlF12N2O28S10 | ωB97M-V with the def2-TZVPD basis set

Last column: Löwdin charge in e.
Positions of all 113 atoms, in Å:
1 Al 1.91 -2.01 0.53  1.427
2 C 1.78 -2.24 5.25  -0.658
3 F 0.58 -1.97 5.70  0.202
4 F 2.69 -2.12 6.17  0.198
5 F 1.85 -3.41 4.65  0.167
6 S 2.21 -0.89 3.88  0.632
7 O 1.06 -0.60 3.05  -0.351
8 O 2.67 0.24 4.62  -0.238
9 N 3.32 -1.58 2.83  -0.288
10 S 4.78 -1.26 3.36  0.588
11 O 5.22 0.08 3.17  -0.230
12 O 4.96 -1.80 4.68  -0.202
13 C 5.85 -2.36 2.27  -0.670
14 F 7.10 -2.15 2.58  0.200
15 F 5.44 -3.61 2.45  0.154
16 F 5.65 -2.06 0.97  0.118
17 C -1.45 1.43 0.97  -0.654
18 F -0.40 2.19 0.82  0.174
19 F -1.76 1.20 2.23  0.171
20 F -2.50 2.05 0.41  0.159
21 S -1.27 -0.15 -0.05  0.672
22 O -2.55 -0.43 -0.60  -0.258
23 O -0.21 0.06 -0.99  -0.281
24 N -0.75 -1.40 1.07  -0.203
25 S -2.14 -2.07 1.56  0.614
26 O -3.13 -1.11 1.90  -0.191
27 O -2.65 -3.07 0.67  -0.212
28 C -1.56 -2.94 3.12  -0.660
29 F -1.72 -2.15 4.17  0.176
30 F -2.28 -4.04 3.28  0.188
31 F -0.28 -3.30 2.98  0.112
32 O 2.00 3.06 0.25  -0.277
33 S 2.95 2.13 0.75  0.594
34 O 2.49 0.78 0.96  -0.350
35 O 4.15 2.13 -0.29  -0.242
36 C 4.44 3.35 -1.02  -0.251
37 C 5.49 3.11 -2.10  -0.048
38 C 3.70 2.79 2.22  -0.073
39 H 5.01 3.91 -0.26  0.120
40 H 3.59 3.99 -1.26  0.117
41 H 5.63 4.09 -2.55  0.091
42 H 5.16 2.42 -2.88  0.079
43 H 6.35 2.72 -1.57  0.086
44 H 4.67 2.37 2.46  0.071
45 H 3.00 2.83 3.05  0.057
46 H 3.81 3.82 1.87  0.081
47 O 0.37 -3.52 -4.14  -0.249
48 S 0.25 -2.27 -3.46  0.592
49 O 0.92 -2.10 -2.20  -0.353
50 O 0.81 -1.11 -4.42  -0.248
51 C 0.36 -1.19 -5.79  -0.283
52 C 1.43 -1.46 -6.80  -0.052
53 C -1.46 -1.80 -3.36  -0.086
54 H -0.32 -0.35 -5.94  0.112
55 H -0.42 -1.95 -5.95  0.113
56 H 1.04 -1.38 -7.81  0.092
57 H 1.91 -2.44 -6.69  0.085
58 H 2.25 -0.75 -6.69  0.082
59 H -1.90 -2.04 -2.40  0.055
60 H -1.96 -2.18 -4.25  0.084
61 H -1.57 -0.72 -3.48  0.073
62 O 0.66 -4.32 -0.61  -0.353
63 S -0.49 -5.18 -0.58  0.580
64 O -1.06 -5.56 0.67  -0.235
65 O -1.60 -4.46 -1.44  -0.294
66 C -2.92 -5.03 -1.58  -0.255
67 C -3.29 -5.18 -3.04  -0.035
68 C -0.17 -6.58 -1.64  -0.071
69 H -3.63 -4.61 -0.88  0.120
70 H -2.83 -6.03 -1.11  0.110
71 H -2.38 -5.42 -3.59  0.082
72 H -3.63 -4.17 -3.31  0.079
73 H -4.02 -5.93 -3.34  0.091
74 H -1.13 -6.99 -1.95  0.072
75 H 0.52 -7.25 -1.13  0.085
76 H 0.34 -6.22 -2.53  0.081
77 O 2.13 4.17 4.92  -0.292
78 S 0.93 4.29 5.69  0.595
79 O 0.87 5.17 6.79  -0.229
80 O -0.21 4.70 4.65  -0.254
81 C -0.24 4.13 3.33  -0.275
82 C -0.90 5.13 2.41  -0.043
83 C 0.31 2.67 6.12  -0.107
84 H -0.79 3.18 3.41  0.102
85 H 0.73 3.82 2.94  0.099
86 H -0.20 5.88 2.04  0.089
87 H -1.79 5.58 2.84  0.089
88 H -1.22 4.60 1.51  0.066
89 H 0.62 2.34 7.11  0.076
90 H 0.51 1.90 5.37  0.049
91 H -0.78 2.73 6.16  0.075
92 C 0.78 3.09 -4.29  -0.132
93 C 0.56 2.12 -3.09  -0.144
94 O -0.84 2.22 -2.79  -0.213
95 S -1.61 2.70 -4.10  0.605
96 O -2.83 3.33 -3.79  -0.178
97 O -1.52 1.70 -5.11  -0.225
98 O -0.47 3.79 -4.36  -0.192
99 H 0.82 2.52 -5.22  0.118
100 H 1.55 3.85 -4.23  0.134
101 H 1.09 2.46 -2.20  0.113
102 H 0.93 1.14 -3.37  0.109
103 C -5.60 2.43 -0.28  -0.155
104 C -5.32 1.10 0.41  -0.160
105 O -6.63 0.55 0.66  -0.198
106 S -7.77 1.13 -0.31  0.600
107 O -8.73 1.77 0.51  -0.212
108 O -8.16 0.20 -1.29  -0.212
109 O -6.81 2.20 -1.00  -0.189
110 H -4.83 2.75 -0.99  0.128
111 H -5.76 3.23 0.44  0.137
112 H -4.90 1.23 1.40  0.126
113 H -4.83 0.34 -0.20  0.112

Calculated values
LUMO energy (eV): -9.83
Net charge: +1
Multiplicity: 1
E_HOMO (eV): -12.414
Relative energy (zero: lowest compared OMol25 entry of this formula, charge and spin) (kJ/mol): 0.0